(1)
DFT (ωB97M-V/def2-TZVPD) results for C21H30FeN2Si as an isolated structure in a non-equilibrium geometry.

Last column: Mulliken spin population.
Element x y z (Å)
C 0.14692 2.04608 1.65956  0.13
C -0.92513 1.99203 0.76005  -0.15
C -1.97004 1.23723 1.37824  0.03
H -0.95261 2.48815 -0.17875  -0.01
C -1.61296 0.93581 2.71454  -0.01
C -0.20661 1.31631 2.84426  -0.23
H 0.38427 1.30248 3.75767  0.00
H 1.01654 2.68591 1.54715  0.00
H -2.92779 0.96892 0.87810  0.04
H -2.20402 0.36535 3.46736  -0.01
Fe -0.75314 -0.85121 1.64250  3.25
C -1.16356 -1.99115 0.09142  0.35
H -2.22468 -1.82327 0.32798  0.03
H -0.46659 -2.30824 1.06944  -0.06
H -0.92827 -2.54031 -0.92111  -0.02
Si 0.12844 0.40305 -1.79919  0.57
C 1.69907 -0.41151 -2.48892  0.09
C 2.60137 0.66738 -2.48333  0.02
H 2.33115 1.67959 -2.16651  0.00
C 3.94145 0.44207 -2.71589  -0.03
H 4.59505 1.24183 -2.47921  0.00
C 4.40496 -0.76309 -3.15196  0.05
H 5.40279 -0.84409 -3.56392  0.00
C 3.53501 -1.83521 -2.99194  -0.03
H 3.93512 -2.82604 -3.03360  0.00
C 2.18444 -1.72219 -2.72557  0.01
H 1.50267 -2.57126 -2.62560  0.00
C -1.52461 0.74274 -2.64951  0.09
C -1.04558 1.64762 -3.62992  -0.04
H -0.06358 1.49302 -4.02839  0.00
C -1.85795 2.71036 -3.94473  0.02
H -1.49922 3.43267 -4.66386  0.00
C -3.12433 2.86957 -3.39954  -0.01
H -3.76881 3.68318 -3.71773  0.00
C -3.55389 1.98442 -2.41913  0.00
H -4.49217 2.13924 -1.93033  0.00
C -2.79161 0.87860 -2.05530  -0.05
H -3.12687 0.13365 -1.34897  0.04
H -1.81588 0.21740 0.23629  -0.22
H 0.50536 1.84177 -2.00841  0.06
N 1.10689 -0.86513 1.53234  -0.02
C 1.63373 -1.78079 2.68036  -0.02
C 1.00550 -1.30474 4.01434  0.02
C -0.51816 -1.60637 4.24516  -0.01
N -1.30828 -2.01649 3.03340  0.07
H 1.33088 -1.22750 0.60655  -0.02
H 1.50780 0.08777 1.62487  0.01
H 1.31777 -2.80404 2.44580  0.02
H 2.74118 -1.69149 2.67938  0.01
H 1.55305 -1.78937 4.82569  0.00
H 1.24443 -0.21153 4.13125  0.01
H -0.64082 -2.51825 4.83212  0.01
H -0.98956 -0.71547 4.68997  0.00
H -2.31278 -1.81170 2.98613  -0.01
H -0.98633 -2.80371 2.41939  0.01

The calculation puts the HOMO energy (spin up / spin down) at -0.21245 / -0.19616 Eh. The spin multiplicity is 5. The value obtained for the gap between HOMO and LUMO (spin up / spin down) is 6.13 / 5.31 eV.

---

(2)
DFT (ωB97M-V/def2-TZVPD) results for C32H46AsN3PtSSi2 as an isolated structure.

Last column: Mulliken charge in e.
Element x y z (Å)
Pt 0.59569 0.39142 -0.33019  2.73
S 1.04587 1.88118 -1.95664  -0.35
C -0.50101 2.37693 -2.66314  1.06
C -0.45573 3.36867 -3.63963  -0.88
C -1.63932 3.84179 -4.18174  -0.70
C -2.86955 3.35455 -3.75112  -0.88
C -2.91282 2.36655 -2.78453  -0.25
C -1.72317 1.87122 -2.25501  -0.69
As -1.71668 0.48556 -0.94661  0.89
C -2.58109 1.19900 0.60754  0.67
C -3.79518 0.70932 1.07339  -0.33
C -4.40058 1.32073 2.16431  -0.81
C -3.80184 2.41245 2.77590  -0.73
C -2.59965 2.91497 2.29061  -0.56
C -1.98857 2.31296 1.20242  -0.52
C -2.75319 -0.94935 -1.68172  0.45
C -3.21796 -1.99191 -0.87828  0.24
C -3.93779 -3.02884 -1.44842  -1.08
C -4.19237 -3.02806 -2.81507  -0.68
C -3.72611 -1.99378 -3.61242  -0.72
C -3.00040 -0.95150 -3.05095  -1.20
H 0.49250 3.77835 -3.96512  0.50
H -1.60200 4.61228 -4.94014  0.43
H -3.78619 3.75047 -4.16552  0.44
H -3.86628 1.98211 -2.44099  0.50
H -4.28047 -0.13028 0.59557  0.50
H -5.34771 0.94659 2.52896  0.48
H -4.28250 2.88723 3.62070  0.45
H -2.15296 3.78901 2.74635  0.51
H -1.07673 2.74008 0.79268  0.32
H -3.02450 -2.00173 0.18774  0.39
H -4.30608 -3.83475 -0.82752  0.49
H -4.75815 -3.83722 -3.25720  0.45
H -3.92554 -1.99393 -4.67566  0.46
H -2.63715 -0.15246 -3.68316  0.41
C -0.65726 -1.57445 2.33051  -0.54
Si 0.57265 -2.31889 1.12275  0.41
C 0.11523 -4.11504 0.91734  -1.25
C 2.32242 -2.11631 1.72966  -0.75
C 0.30688 -1.58330 -0.69543  0.34
Si 1.34952 -2.17101 -2.21872  -0.16
C 3.03692 -1.39769 -2.34930  -0.93
C 1.56189 -4.01952 -2.08856  -1.17
C 0.32765 -1.73808 -3.71352  -0.87
H -0.35032 -1.84076 3.34611  0.57
H -1.65550 -1.99225 2.18156  0.38
H -0.76212 -0.48894 2.29888  -0.08
H -0.13593 -4.48083 1.91752  0.45
H 0.93108 -4.72100 0.52921  0.36
H -0.76026 -4.25733 0.28176  0.33
H 2.48744 -2.81065 2.55799  0.57
H 2.52448 -1.11180 2.10015  -0.02
H 3.05630 -2.35167 0.95513  0.30
H -0.69223 -1.95216 -0.93385  -1.00
H 3.66347 -1.57022 -1.47092  0.26
H 3.00714 -0.33407 -2.58141  0.25
H 3.53478 -1.88382 -3.19390  0.54
H 2.31691 -4.30498 -1.35441  0.32
H 1.91231 -4.36646 -3.06506  0.43
H 0.63742 -4.55347 -1.87025  0.36
H 0.13058 -0.66469 -3.78391  0.18
H -0.62878 -2.26473 -3.71287  0.20
H 0.86659 -2.03189 -4.61771  0.57
C 1.96831 1.38963 4.80240  -0.71
C 0.70676 1.66379 4.01539  -0.53
N 0.95891 1.32424 2.61784  0.77
C 2.14700 1.45012 1.99381  0.59
N 2.21128 1.18091 0.67324  -0.33
C 3.47177 1.46632 -0.03245  -0.19
C 4.66863 1.20474 0.85449  -0.78
C 4.52491 2.03976 2.10345  -0.62
N 3.21460 1.80155 2.71749  0.01
C 3.10519 2.14286 4.14497  -0.64
H 2.18276 0.31872 4.80557  0.27
H 1.85598 1.71438 5.83517  0.40
H 0.42503 2.71670 4.10340  0.32
H -0.13149 1.06008 4.36018  0.37
H 0.15524 1.18914 2.02463  -1.30
H 3.47490 2.50541 -0.37702  0.28
H 3.51721 0.83030 -0.90799  -0.04
H 5.58485 1.47303 0.33005  0.45
H 4.72615 0.14467 1.11188  0.22
H 4.62768 3.10387 1.87290  0.27
H 5.28212 1.78761 2.84367  0.44
H 2.97062 3.22332 4.24811  0.27
H 4.05758 1.88525 4.60469  0.41

The calculation puts the HOMO energy at -0.50162 Eh. The value obtained for the gap between HOMO and LUMO is 6.08 eV. The charge is +2.

---

| no. | calculated total energy (eV) |
| --- | --- |
| 1 | -67496.3310 |
| 2 | -129065.6694 |